The following is a quantum chemistry calculation of a cluster of 5 separate species, C16H47N4O5 in total, from the OMol25 dataset.

Positions of all 72 atoms, in Å:
O 4.30 12.34 -21.52
H 3.29 12.28 -21.56
H 4.61 11.55 -20.94
H 4.79 12.37 -22.44
C 6.68 14.27 -25.15
C 5.34 13.65 -24.73
C 4.36 13.43 -25.84
O 4.94 12.49 -26.74
C 4.29 12.22 -27.96
N 5.56 12.43 -23.87
H 7.28 13.50 -25.64
H 7.23 14.70 -24.31
H 6.42 15.09 -25.81
H 4.80 14.35 -24.09
H 4.23 14.34 -26.44
H 3.46 12.94 -25.45
H 3.20 12.14 -27.88
H 4.76 11.34 -28.41
H 4.58 13.04 -28.63
H 6.57 12.33 -23.88
H 5.25 11.60 -24.38
C 7.57 10.93 -20.48
C 6.60 10.82 -19.30
C 6.61 12.08 -18.44
O 5.86 11.96 -17.26
C 6.50 11.20 -16.25
N 5.25 10.46 -19.76
H 8.60 10.86 -20.15
H 7.43 11.91 -20.95
H 7.42 10.15 -21.23
H 6.87 9.93 -18.71
H 6.11 12.87 -19.01
H 7.63 12.45 -18.28
H 7.54 11.50 -16.10
H 6.52 10.12 -16.43
H 5.97 11.42 -15.33
H 4.63 10.43 -18.94
H 5.22 9.48 -20.04
C 3.62 9.34 -25.20
C 2.86 9.26 -23.88
C 2.16 7.94 -23.66
O 1.32 8.10 -22.53
C 0.70 6.87 -22.15
N 3.78 9.58 -22.77
H 3.67 10.37 -25.56
H 3.01 8.94 -26.02
H 4.56 8.79 -25.21
H 2.07 10.01 -23.85
H 2.84 7.08 -23.64
H 1.50 7.74 -24.52
H -0.06 7.08 -21.41
H 1.41 6.15 -21.75
H 0.23 6.47 -23.05
H 4.46 8.83 -22.73
H 3.23 9.57 -21.92
C -0.77 11.70 -21.12
C 0.60 12.03 -21.71
C 0.83 13.51 -22.01
O 1.93 13.63 -22.91
C 2.12 15.01 -23.16
N 1.65 11.50 -20.80
H -1.54 12.34 -21.59
H -0.91 12.11 -20.12
H -1.09 10.67 -21.25
H 0.74 11.52 -22.67
H 0.91 14.04 -21.05
H -0.04 13.83 -22.59
H 2.19 15.62 -22.25
H 1.35 15.42 -23.82
H 3.06 15.21 -23.69
H 1.72 10.50 -20.97
H 1.29 11.55 -19.85

**Highest occupied orbital energy**: -0.4484 Ha
**Frontier orbital gap**: 10.364 eV
**LUMO level**: -1.8382 eV
**Total charge**: +1
**Relative energy (zero: lowest compared OMol25 entry of this formula, charge and spin)**: 19.40 kcal/mol